1.
DFT (ωB97M-V/def2-TZVPD) results for C8H9N4RhS3 as an isolated structure at a distorted geometry.

Cartesian coordinates (Å):
Rh: 1.30896 2.09103 -0.89711
S: 0.59234 -1.36272 -3.60349
S: 2.00759 1.39119 -3.20498
S: 2.80322 1.72923 0.82186
N: 0.47553 2.01614 2.13395
N: -0.01734 2.77098 1.05485
N: 2.14633 0.83676 3.20034
N: 0.31536 0.27933 -1.60561
C: -2.06394 -3.00719 -1.01913
C: -0.48531 -1.78095 -2.30897
C: -1.38274 -0.82202 -0.23605
C: 1.71372 1.50365 2.14671
C: -2.15435 -1.94808 -0.09754
C: -0.51857 -0.73690 -1.33385
C: 0.96471 0.12367 -2.76468
C: -1.24733 -2.92970 -2.13322
H: 1.58730 0.68128 4.02854
H: -0.09013 1.97802 2.97911
H: -1.42509 -0.00122 0.46042
H: 0.07128 3.78128 1.22897
H: -1.20533 -3.73717 -2.84813
H: -2.84340 -2.02887 0.72802
H: 3.10307 0.50962 3.22575
H: -1.00635 2.56102 0.89900
H: -2.64953 -3.89837 -0.85479

Gap between HOMO and LUMO (spin up / spin down) (eV): 4.8 / 4.7
F_max (Eh/bohr): 0.07298
LUMO energy (spin up / spin down) (eV): -10.02 / -10.10
Total charge: +2

2.
DFT (ωB97M-V/def2-TZVPD) results for one molecule with the formula C8H9NO at a distorted geometry.

Cartesian coordinates (Å):
O: -0.57378 0.07275 -1.27585
N: 0.16680 2.05289 -0.30033
C: -0.67778 1.07602 -0.40800
C: -1.23722 -1.10939 -0.97300
C: -1.92139 1.27110 0.34359
C: 2.27573 0.86935 -0.28944
C: 0.95182 -0.19124 1.47871
C: -2.94560 1.09214 0.98626
C: 1.46987 1.93744 -0.67705
C: 1.80767 -0.24780 0.49276
H: 1.91776 2.75457 -1.05562
H: 0.62318 -1.11606 1.99487
H: 2.34905 -1.17691 0.32214
H: -2.16938 -0.89989 -0.58401
H: -3.86528 1.35729 1.36752
H: 3.24290 0.78470 -0.82694
H: -1.15972 -1.69189 -1.85401
H: -0.68016 -1.68288 -0.25948
H: 0.30051 0.52937 1.86769

Gap between HOMO and LUMO (spin up / spin down) (eV): 7.7 / 7.7
F_max (Eh/bohr): 0.10000
LUMO energy (spin up / spin down) (eV): -0.10 / -0.10
SMILES: C#C/C(=N/C=C\C=C)OC
Energy relative to the best compared isomer or geometry (same formula, charge and spin) (kcal per mole): 130.60
Total charge: 0

3.
DFT (ωB97M-V/def2-TZVPD) results for one molecule with the formula C8H9NO3 at a distorted geometry.

Cartesian coordinates (Å):
O: 2.55685 0.55395 1.44184
O: 1.43407 2.42291 1.58053
O: -0.64222 -2.15017 0.80517
N: 1.55698 1.24066 1.43118
C: 1.50224 -0.45308 -1.61992
C: 0.09514 -1.97315 -0.07691
C: 0.22420 -0.71742 -0.94640
C: 0.30727 0.47860 1.28740
C: -2.11832 -0.09314 -0.36661
C: -0.84834 1.14053 1.30091
C: -0.96528 -0.15173 -1.24849
C: -2.04300 0.54673 0.87170
H: 2.08228 -1.31788 -1.66474
H: -2.98316 0.77110 1.32489
H: -0.81009 2.17602 1.36013
H: 0.73435 -2.74065 -0.55730
H: -3.00422 -0.01696 -0.86677
H: -0.96157 0.55247 -2.02622
H: 2.00902 0.20600 -0.84397
H: 0.51470 -0.55955 1.45056
H: 1.35910 0.08474 -2.63700

Gap between HOMO and LUMO (eV): 8.9
F_max (Eh/bohr): 0.09209
LUMO energy (eV): -0.49
SMILES: C/C(C=O)=C/C=C\C=C\[N+](=O)[O-]
Energy relative to the best compared isomer or geometry (same formula, charge and spin) (kcal per mole): 158.41
Total charge: 0

4.
DFT (ωB97M-V/def2-TZVPD) results for one molecule with the formula C8H9NS2 at a distorted geometry.

Cartesian coordinates (Å):
S: -3.07681 -1.25898 -0.11318
S: -1.11579 2.62504 0.04916
N: 0.00852 -0.07171 -0.37801
C: -2.73078 2.56326 0.67505
C: -1.90467 -2.36572 0.02833
C: 1.34867 0.46888 -0.23271
C: -0.99910 0.73107 -0.20773
C: 1.98128 0.10091 1.13767
C: -3.30707 1.38556 0.45328
C: -2.34480 0.33008 0.05308
C: -0.99329 -3.26097 -0.19087
H: 2.47472 -0.81482 1.33284
H: -0.87834 -3.92969 0.65906
H: -4.40314 1.22241 0.73975
H: 1.24860 0.18750 1.90824
H: -0.41916 -3.43175 -1.07841
H: 2.74909 0.80771 1.30364
H: 1.49692 1.57176 -0.39738
H: -3.16049 3.46915 0.79009
H: 1.88942 -0.12786 -0.97175

Gap between HOMO and LUMO (spin up / spin down) (eV): 7.1 / 5.9
F_max (Eh/bohr): 0.06235
LUMO energy (spin up / spin down) (eV): -0.13 / -0.92
Energy relative to the best compared isomer or geometry (same formula, charge and spin) (kcal per mole): 116.99
Total charge: 0

5.
DFT (ωB97M-V/def2-TZVPD) results for C8H9O5PSn as an isolated structure at a distorted geometry.

Cartesian coordinates (Å):
Sn: 0.00000 0.00000 0.00000
P: -0.05440 0.73990 2.39180
O: -0.00030 -1.11830 -2.84950
O: 0.00020 -2.81650 1.01320
O: -3.05980 -0.08290 0.03030
O: 3.05980 -0.08320 0.03040
O: 0.00000 3.79130 -1.36350
C: 0.00000 2.72360 -0.97950
C: 0.00010 -1.72680 0.62120
C: -1.91030 -0.01350 0.00500
C: 1.12410 -0.46480 3.12040
C: 0.44380 2.46650 2.09300
C: 1.91040 -0.01370 0.00530
C: -0.83740 1.09610 4.00550
C: 0.00000 -0.65990 -1.79280
H: 0.79490 2.94350 3.03140
H: 1.50650 -0.09850 4.09690
H: 0.61690 -1.43580 3.28860
H: 2.00770 -0.61880 2.47700
H: -0.42270 3.03970 1.70420
H: -1.27550 0.16380 4.41930
H: 1.28500 2.49880 1.37340
H: -0.10220 1.50440 4.73040
H: -1.65430 1.83420 3.86620

Gap between HOMO and LUMO (spin up / spin down) (eV): 5.5 / 5.7
F_max (Eh/bohr): 0.24177
LUMO energy (spin up / spin down) (eV): -9.81 / -9.64
Total charge: +2

6.
DFT (ωB97M-V/def2-TZVPD) results for a 15-piece molecular cluster, C90H154 overall at a distorted geometry.

Cartesian coordinates (Å):
C: 4.31733 -2.86561 2.55607
C: -4.41708 -3.66938 -2.28332
C: 0.02865 -6.30252 -5.12944
C: 4.32928 -3.27207 -2.74449
C: 0.11145 -3.99451 2.00529
C: -2.54914 -1.20523 -6.88308
C: 6.81633 1.36582 2.38446
C: -3.81261 -2.94063 1.74355
C: 0.59430 -0.71099 3.83171
C: 0.11844 -5.24970 1.17532
C: 7.03866 -3.25502 5.41737
C: 1.60448 3.43879 7.30614
C: -6.49274 -2.88833 2.54497
C: -4.12618 4.57593 -3.54427
C: 4.68561 -2.22744 -3.57369
C: -0.36762 4.51393 0.64831
C: -4.66348 4.67548 1.86614
C: -3.17421 -0.04656 -6.46826
C: 5.58866 -2.57198 3.34976
C: 5.73006 4.45193 -5.32378
C: 0.93892 -1.64231 4.78739
C: 1.33035 -3.84007 -4.83144
C: -1.23405 -1.31297 -4.85051
C: 5.68142 2.34062 -3.90540
C: 5.27515 3.03852 1.17755
C: -0.57012 0.84964 0.18330
C: 3.75190 -1.65638 1.82821
C: -5.68647 -1.75813 2.68957
C: 2.26156 0.81411 4.62716
C: 0.41981 3.50934 6.33379
C: -1.77769 6.52247 1.94507
C: 1.79659 -1.72137 -1.55690
C: -2.84843 0.42805 -5.19654
C: 5.74751 -1.41152 -3.19209
C: -3.41627 1.06626 4.15227
C: 4.04659 1.61522 -2.11717
C: -9.73302 5.42093 2.54575
C: -8.57973 5.05745 1.63454
C: 4.06890 -7.19038 -0.40904
C: -9.96570 4.51485 3.75772
C: -3.91355 4.51239 -4.93001
C: -5.91370 -4.06403 2.15055
C: -0.73334 4.33877 1.97945
C: 2.77261 3.31803 1.16211
C: 1.49520 -5.43756 0.52404
C: 0.34264 -0.36777 0.00371
C: 4.97945 -3.40460 -1.51904
C: -6.06875 5.90699 -3.90724
C: -4.57878 -4.09463 1.75268
C: 6.41829 2.01865 1.07308
C: -4.72409 5.25903 -5.76319
C: -3.52112 -2.53796 -1.83360
C: 5.18705 3.82955 -6.61268
C: -2.52069 1.06194 5.40256
C: -0.52541 2.33953 6.48705
C: -1.39660 5.36460 2.62242
C: 0.67331 -4.44507 -3.75487
C: -1.65854 2.31453 5.44762
C: 7.32742 -4.41991 6.37472
C: -1.88274 -0.17338 -4.41057
C: -5.57587 -2.49199 -4.19253
C: 2.69571 -0.15682 5.53557
C: 1.19417 0.54021 3.78401
C: 5.98891 -2.54629 -1.11224
C: -5.80688 5.97271 -5.26603
C: 2.86921 -6.70156 -1.24406
C: 4.71558 2.79933 -2.80166
C: -2.05017 0.60455 -0.06526
C: 0.67714 -5.70399 -6.19706
C: -6.92479 -2.28022 -4.91701
C: 3.91368 2.37263 1.50346
C: -7.47725 -3.54820 -5.54653
C: -1.43331 6.65317 0.61014
C: -4.38889 -1.75524 2.20004
C: 5.98436 -3.64322 4.35512
C: -7.18117 5.10293 2.27180
C: 1.28975 -4.45721 -6.06410
C: 1.52761 -6.55190 -0.53480
C: 2.03995 -1.38276 5.60428
C: -0.75558 5.63096 -0.06605
C: 7.96778 0.37469 2.26078
C: 0.68301 -0.69891 -1.42832
C: -2.84432 1.82183 -0.50609
C: -0.00828 -5.63306 -3.90033
C: -1.55295 -1.79525 -6.11330
C: 6.56293 3.45265 -4.51143
C: 6.40439 -1.52026 -1.97470
C: -6.10669 4.57821 1.33809
C: -5.77827 -3.26571 -2.88676
C: -5.26966 5.17845 -3.03835
H: -9.18012 4.50360 4.51225
H: 0.70002 -3.89721 -2.82002
H: 6.47611 -2.65577 -0.15137
H: -2.78685 -2.90958 1.39884
H: 4.61001 2.91559 -6.47055
H: 1.37333 3.86344 8.28825
H: -0.97926 -2.62571 -6.50875
H: -3.81425 2.05363 3.91333
H: -0.47935 -7.25746 -5.15282
H: -4.26455 0.38569 4.21199
H: 4.92029 -7.15734 -1.09349
H: 6.39563 -2.40612 2.63096
H: 0.91564 -4.00695 2.74362
H: 6.37766 -4.89364 6.64880
H: -7.68409 -4.34501 -4.83114
H: 3.51371 -3.24215 3.19431
H: 6.10710 1.27888 0.32859
H: 7.29003 2.54906 0.67376
H: 3.36337 1.91710 -1.31643
H: 7.30377 2.95868 -5.14798
H: 2.52430 3.43058 0.10633
H: -3.13229 3.94848 -5.42211
H: -3.83568 0.48933 -7.13422
H: -10.80311 4.97017 4.30052
H: 1.27194 -7.50759 -0.06747
H: -0.15724 -1.01648 3.10964
H: -0.18310 1.58151 -0.53938
H: -5.06470 -1.55892 -3.95571
H: 4.25525 -2.03189 -4.54760
H: -0.05118 1.35342 6.48853
H: -3.91224 -4.32590 -3.00245
H: 7.30404 -0.96942 -1.73832
H: 3.98830 -8.22014 -0.06176
H: 2.76002 -7.45758 -2.02887
H: -6.22537 5.15950 0.41560
H: -0.62628 -5.24499 0.37319
H: -6.90616 6.46885 -3.50758
H: -4.54451 -4.36119 -1.44183
H: 3.85874 1.38874 1.03207
H: 4.60378 -3.57972 1.77808
H: 1.70130 -4.04652 -6.97787
H: 5.35662 3.32979 -2.09470
H: 7.17554 3.85995 -3.70233
H: 3.21496 -5.80793 -1.76985
H: -0.46435 -6.10607 -3.04185
H: -3.16468 1.02000 6.28814
H: 4.41208 4.49333 -7.01052
H: -6.48962 6.54206 -5.88116
H: 2.42801 -2.10957 6.30694
H: -6.79326 -3.97283 -6.28816
H: 0.67355 -6.22175 -7.14864
H: -6.33880 -4.19412 -2.99685
H: -1.75053 5.19132 3.63341
H: -0.41726 1.36818 1.13571
H: -6.23883 3.53439 1.03909
H: 8.89933 0.90194 2.03273
H: 6.36336 1.61878 -3.43594
H: 1.85710 -2.06997 -2.58880
H: 5.96343 0.84265 2.83079
H: -10.65906 5.39334 1.96066
H: 7.67740 -4.08583 7.35298
H: 6.00652 3.73621 -7.31889
H: -0.16186 -1.21914 0.48890
H: -4.47410 5.50861 2.54178
H: 3.54993 0.01910 6.17573
H: -4.04747 4.79791 0.97518
H: 7.10258 2.14282 3.09969
H: -8.39384 -3.36423 -6.11114
H: 1.83175 -4.52894 0.01554
H: 1.66661 -2.62626 -0.95655
H: 4.04717 2.14404 2.56475
H: -5.42166 5.20457 -1.96774
H: 3.47216 -3.90826 -2.92526
H: 5.24583 1.73177 -4.70191
H: 7.95540 -2.85998 4.98301
H: -1.89484 0.16961 5.36262
H: -2.57673 2.18514 -1.49824
H: -4.45309 3.74126 2.38668
H: -8.60800 5.66163 0.72056
H: -3.90922 1.57388 -0.52372
H: 6.21513 -4.58935 3.85256
H: -9.68962 6.47707 2.83004
H: -6.09501 -0.77587 2.90446
H: 0.16914 -3.07142 1.42347
H: -2.65122 -1.48823 -7.92546
H: -6.53881 -4.94919 2.15388
H: 7.98180 -5.18311 5.95858
H: -1.15150 2.24447 4.47036
H: 6.52651 -2.52027 6.04289
H: 2.44911 4.03540 6.95922
H: -0.83128 -3.89730 2.55814
H: -0.21018 -0.97016 -1.99962
H: -0.61067 5.72211 -1.13356
H: -6.30741 -2.61375 -2.18624
H: 1.89193 2.40991 7.52584
H: 1.00613 1.31457 3.04946
H: 2.87186 4.34120 1.52705
H: -1.72377 7.54395 0.06578
H: 2.21390 -5.68898 1.30924
H: 3.24392 -0.92290 2.46076
H: 8.19685 -0.16024 3.18483
H: 6.19954 -0.70079 -3.87560
H: 5.10571 -3.87179 4.97135
H: 0.39568 -2.57379 4.87196
H: -7.55405 -2.86066 2.75673
H: -4.92468 -3.05487 -4.86805
H: 5.03222 5.01185 -4.69822
H: -4.12490 -5.03915 1.47625
H: 0.09573 3.66801 0.15607
H: -4.02275 -1.90379 -1.09831
H: 3.10748 -1.90813 0.98454
H: -3.43735 4.04560 -2.89746
H: -7.21971 4.52795 3.20152
H: -3.16753 -1.91338 -2.65747
H: -1.05419 2.31538 7.45129
H: -2.77593 0.71820 3.33657
H: 1.87252 -2.90485 -4.76643
H: 5.45048 -1.68108 3.97671
H: -2.75919 2.65653 0.19549
H: -4.52886 5.25996 -6.82988
H: -3.81214 -0.84684 2.29099
H: -10.31402 3.52275 3.47663
H: -2.61756 -2.93788 -1.36383
H: 4.56110 -1.07070 1.36655
H: 1.90491 2.86878 1.65931
H: -2.36684 7.23414 2.50671
H: 1.04322 0.23379 -1.88198
H: 4.65730 -4.18862 -0.84144
H: 2.69715 1.80312 4.56342
H: -2.46939 -0.02431 0.72706
H: -6.84911 -1.49900 -5.67636
H: 6.37824 5.27663 -5.64754
H: -2.10989 -0.12790 -0.88541
H: -2.22190 3.24914 5.45792
H: -0.08311 -6.13441 1.78445
H: 0.77886 -6.33926 -1.29913
H: -0.04342 4.49645 6.40827
H: -7.63985 -1.89357 -4.18462
H: 4.30176 -6.52729 0.42601
H: 1.26203 -0.33691 0.60077
H: -3.35013 1.28011 -4.74732
H: -1.61153 0.31356 -3.48027
H: -0.43576 -1.68310 -4.21966
H: -0.51509 3.38607 2.44520
H: 7.79525 -0.37828 1.48914
H: 2.75975 -1.27638 -1.30208
H: -8.72949 4.05284 1.21764
H: 3.38426 1.00496 -2.73419
H: -6.92420 6.13768 2.51589
H: 3.96974 3.48260 -3.21264
H: 5.51484 3.81237 1.91556
H: 5.18202 3.63108 0.26147
H: 4.84858 1.04165 -1.64987
H: 0.79504 3.51614 5.30357

Gap between HOMO and LUMO (eV): 9.9
F_max (Eh/bohr): 0.04174
LUMO energy (eV): 0.59
Total charge: 0

Number 1 is which compound?
C8H9N4RhS3

Number 2 is which compound?
C8H9NO